(1)
Here is 9 unconnected molecules or ions with the total composition C23H64N2O9 in a non-equilibrium geometry from the Open Molecules 2025 dataset. Energies are from the ωB97M-V functional and the def2-TZVPD basis.

Structure (XYZ):
```
98
C23H64N2O9 (the ωB97M-V functional and the def2-TZVPD basis)
N 0.726 -3.544 0.941
C 0.724 -4.074 2.145
N -0.120 -3.566 3.030
O 1.665 -5.004 2.453
H 1.581 -3.839 0.401
H 0.143 -2.747 0.628
H -0.075 -3.948 3.989
H -0.901 -2.896 2.852
C -0.184 -0.188 -1.969
C -1.193 -0.937 -1.150
C -1.348 -2.312 -1.818
O -0.948 -1.140 0.021
H -0.505 0.037 -2.997
H 0.779 -0.643 -2.095
H -0.011 0.816 -1.504
H -2.191 -0.425 -1.278
H -1.491 -2.273 -2.916
H -2.176 -2.971 -1.386
H -0.415 -2.907 -1.798
H -0.866 -0.206 0.319
C -3.005 1.636 2.201
C -2.221 2.459 1.243
C -1.319 3.483 1.940
O -1.579 1.810 0.445
H -3.894 2.212 2.277
H -2.560 1.511 3.171
H -3.224 0.656 1.785
H -2.935 3.104 0.737
H -1.934 4.213 2.427
H -0.838 4.090 1.204
H -0.573 3.096 2.648
H -1.139 2.466 -0.100
C 3.639 -2.297 -1.577
C 3.775 -2.774 -0.141
C 3.072 -1.693 0.723
O 3.240 -3.884 -0.015
H 4.013 -3.134 -2.203
H 4.102 -1.356 -1.904
H 2.590 -2.143 -1.828
H 4.807 -2.896 0.166
H 2.906 -2.100 1.696
H 2.035 -1.506 0.356
H 3.626 -0.805 0.740
H 3.803 -4.394 0.526
C 0.104 -0.214 2.613
C 1.269 0.691 2.552
C 1.467 1.298 1.208
O 1.358 1.562 3.419
H -0.743 0.183 2.136
H -0.233 -0.423 3.624
H 0.411 -1.183 2.200
H 2.108 0.032 2.637
H 1.242 0.657 0.336
H 2.542 1.559 1.107
H 0.904 2.175 1.097
H 2.212 1.984 3.504
C -4.338 -2.184 1.305
C -3.230 -2.889 2.082
C -2.847 -4.255 1.516
O -2.283 -2.125 2.260
H -4.821 -1.311 1.813
H -5.203 -2.871 1.070
H -4.022 -2.013 0.278
H -3.654 -3.114 3.028
H -2.453 -4.200 0.522
H -3.733 -4.939 1.523
H -2.204 -4.863 2.170
H -1.962 -1.780 1.412
C 5.242 1.335 -2.731
C 4.187 1.940 -1.796
C 2.820 1.277 -1.928
O 4.558 2.071 -0.612
H 6.108 2.040 -2.703
H 4.951 1.302 -3.750
H 5.574 0.314 -2.479
H 4.050 2.982 -2.169
H 2.793 0.315 -1.470
H 2.466 1.182 -2.961
H 2.019 1.855 -1.442
H 3.997 2.701 -0.141
C 0.742 3.447 -3.352
C -0.235 3.856 -2.268
C -1.537 3.182 -2.661
O -0.021 3.287 -1.165
H 1.699 3.775 -3.023
H 0.454 3.958 -4.274
H 0.795 2.382 -3.504
H -0.263 4.921 -2.069
H -1.560 2.149 -2.664
H -1.900 3.511 -3.603
H -2.260 3.437 -1.936
H 0.841 3.614 -0.799
C -4.817 1.358 -0.567
O -3.870 1.434 -1.675
H -5.822 1.141 -0.991
H -4.793 2.239 0.111
H -4.641 0.529 0.050
H -3.063 1.674 -1.215
```

Its HOMO energy is -8.4 eV. As for the HOMO-LUMO gap: 8.29 eV. For the calculated total energy, the calculation gives -1701.06148 a.u. For the LUMO energy, the calculation gives -0.13 eV. The SMILES is NC(N)=O.CC(C)O.CC(C)O.CC(C)O.CC(C)O.CC(C)O.CC(C)O.CC(C)O.CO. The energy above the lowest of the compared OMol25 structures with the same formula, charge and spin comes out at 801.85 kJ/mol. Its charge is 0.

---

(2)
Here is a molecular structure, C19H40LaNP3Se in a non-equilibrium geometry from the Open Molecules 2025 dataset. Energies are from the ωB97M-V functional and the def2-TZVPD basis.

Structure (XYZ):
```
65
C19H40LaNP3Se (the ωB97M-V functional and the def2-TZVPD basis)
La 0.217 0.477 0.916
P 1.895 0.090 2.954
P 1.800 1.543 -0.859
P 1.225 -1.978 -0.096
H -2.354 0.275 0.066
C -1.703 -0.597 0.297
C -1.446 -0.948 1.632
H -1.877 -0.357 2.471
C 1.484 1.253 4.212
C 3.619 0.257 2.667
C 1.603 -1.506 3.683
C 0.949 1.683 -2.391
C 2.187 3.171 -0.318
C 3.359 0.802 -1.197
C 0.280 -3.365 0.487
C 2.909 -2.398 0.204
C 0.973 -1.976 -1.864
H -1.589 -1.322 -0.515
H -1.114 -1.956 1.904
H 0.421 1.246 4.470
H 1.780 2.264 3.925
H 2.080 0.907 5.052
H 3.855 1.263 2.307
H 3.998 -0.480 1.956
H 4.048 0.094 3.653
H 0.552 -1.627 3.969
H 2.237 -1.483 4.570
H 1.892 -2.335 3.031
H 1.646 2.253 -3.004
H 0.001 2.221 -2.297
H 0.749 0.711 -2.851
H 2.789 3.535 -1.149
H 2.775 3.164 0.605
H 1.306 3.801 -0.181
H 3.784 1.524 -1.890
H 3.278 -0.173 -1.674
H 3.978 0.724 -0.299
H 0.726 -4.190 -0.068
H -0.783 -3.281 0.255
H 0.405 -3.516 1.563
H 3.040 -3.301 -0.392
H 3.069 -2.616 1.262
H 3.607 -1.624 -0.118
H 1.216 -3.002 -2.152
H 1.639 -1.277 -2.376
H -0.065 -1.742 -2.131
C -3.825 -0.218 -4.103
C -4.231 -0.601 -2.807
C -5.439 -1.278 -2.614
C -6.262 -1.585 -3.704
C -5.869 -1.209 -4.996
C -4.665 -0.533 -5.196
Se -2.205 0.700 -4.464
H -1.782 0.747 -3.001
H -3.596 -0.364 -1.955
H -5.737 -1.567 -1.604
H -7.205 -2.114 -3.549
H -6.503 -1.443 -5.852
H -4.363 -0.242 -6.204
C -0.896 4.282 3.585
C -0.648 3.275 2.619
N -0.393 2.378 1.902
H -1.412 5.144 3.146
H 0.042 4.563 4.080
H -1.450 3.855 4.428
```

Its HOMO energy is -14.3 eV. As for the HOMO-LUMO gap: 3.22 eV. For the calculated total energy, the calculation gives -4258.64429 a.u. For the LUMO energy, the calculation gives -11.08 eV. The energy above the lowest of the compared OMol25 structures with the same formula, charge and spin comes out at 496.24 kJ/mol. Its charge is +3.

---

(3)
Here is 2 unconnected molecules or ions with the total composition C3H10N4O in a non-equilibrium geometry from the Open Molecules 2025 dataset. Energies are from the ωB97M-V functional and the def2-TZVPD basis.

Structure (XYZ):
```
18
C3H10N4O (the ωB97M-V functional and the def2-TZVPD basis)
H -2.113 -2.172 0.672
N -1.559 -1.813 -0.106
C -1.467 -0.555 -0.027
N -2.040 0.343 0.787
O -0.862 0.048 -1.286
H -1.471 1.187 0.908
H -2.790 -0.012 1.364
H -0.814 -0.690 -1.915
C 1.904 -1.001 -0.617
C 1.173 0.289 -0.390
N 0.791 0.585 0.840
N 0.367 1.899 1.003
H 2.301 -1.040 -1.634
H 2.717 -1.100 0.106
H 1.221 -1.839 -0.466
H 1.271 1.056 -1.170
H 0.893 2.335 1.760
H 0.476 2.481 0.171
```

Its HOMO energy is -8.5 eV. As for the HOMO-LUMO gap: 9.50 eV. For the calculated total energy, the calculation gives -414.49378 a.u. For the LUMO energy, the calculation gives 0.98 eV. The SMILES is [H]/N=C(\N)O.C/C=N/N. The energy above the lowest of the compared OMol25 structures with the same formula, charge and spin comes out at 313.61 kJ/mol. Its charge is 0.

---

(4)
Here is a single C19H24FN3O2 molecule from the Open Molecules 2025 dataset. Energies are from the ωB97M-V functional and the def2-TZVPD basis.

Structure (XYZ):
```
49
C19H24FN3O2 (the ωB97M-V functional and the def2-TZVPD basis)
C 0.209 3.035 2.054
C 1.659 3.466 2.260
N 2.318 2.644 3.239
C 2.440 2.932 4.569
C 3.087 1.872 5.133
N 3.357 0.941 4.183
C 2.887 1.420 3.058
C 2.954 0.724 1.744
N 1.633 0.268 1.327
C 1.156 -0.809 2.180
C -0.295 -1.138 1.848
C -0.423 -1.536 0.381
C 0.162 -0.415 -0.487
C 0.087 -0.770 -1.955
O 1.068 -0.816 -2.661
C -1.251 -1.140 -2.508
C -1.245 -2.143 -3.472
C -2.427 -2.567 -4.042
F -2.406 -3.556 -4.958
C -3.635 -1.995 -3.691
C -3.648 -0.975 -2.757
C -2.472 -0.535 -2.152
O -2.437 0.476 -1.246
C -3.628 1.155 -0.922
C 1.606 -0.142 -0.065
H -0.264 3.669 1.309
H 0.194 2.002 1.716
H -0.346 3.115 2.987
H 1.705 4.503 2.603
H 2.200 3.388 1.313
H 2.073 3.847 4.987
H 3.376 1.719 6.153
H 3.667 -0.109 1.842
H 3.330 1.412 0.980
H 1.243 -0.484 3.219
H 1.777 -1.714 2.056
H -0.639 -1.950 2.490
H -0.916 -0.262 2.040
H -1.468 -1.714 0.125
H 0.134 -2.458 0.199
H -0.427 0.492 -0.327
H -0.306 -2.585 -3.764
H -4.550 -2.338 -4.147
H -4.594 -0.527 -2.501
H -3.336 1.927 -0.211
H -4.356 0.488 -0.448
H -4.077 1.625 -1.801
H 2.014 0.664 -0.680
H 2.217 -1.044 -0.243
```

Its HOMO energy is -8.5 eV. As for the HOMO-LUMO gap: 8.87 eV. For the calculated total energy, the calculation gives -1153.01820 a.u. For the LUMO energy, the calculation gives 0.36 eV. The SMILES is CCn1ccnc1CN1CCC[C@H](C(=O)c2cc(F)ccc2OC)C1. The energy above the lowest of the compared OMol25 structures with the same formula, charge and spin comes out at 127.66 kJ/mol. Its charge is 0.

---

> Which of these has the lowest energy above the lowest of the compared OMol25 structures with the same formula, charge and spin?

C19H24FN3O2

---

What did the third record say?
Here is 2 unconnected molecules or ions with the total composition C3H10N4O in a non-equilibrium geometry from the Open Molecules 2025 dataset. Energies are from the ωB97M-V functional and the def2-TZVPD basis.

Structure (XYZ):
```
18
C3H10N4O (the ωB97M-V functional and the def2-TZVPD basis)
H -2.113 -2.172 0.672
N -1.559 -1.813 -0.106
C -1.467 -0.555 -0.027
N -2.040 0.343 0.787
O -0.862 0.048 -1.286
H -1.471 1.187 0.908
H -2.790 -0.012 1.364
H -0.814 -0.690 -1.915
C 1.904 -1.001 -0.617
C 1.173 0.289 -0.390
N 0.791 0.585 0.840
N 0.367 1.899 1.003
H 2.301 -1.040 -1.634
H 2.717 -1.100 0.106
H 1.221 -1.839 -0.466
H 1.271 1.056 -1.170
H 0.893 2.335 1.760
H 0.476 2.481 0.171
```

Its HOMO energy is -8.5 eV. As for the HOMO-LUMO gap: 9.50 eV. For the calculated total energy, the calculation gives -414.49378 a.u. For the LUMO energy, the calculation gives 0.98 eV. The SMILES is [H]/N=C(\N)O.C/C=N/N. The energy above the lowest of the compared OMol25 structures with the same formula, charge and spin comes out at 313.61 kJ/mol. Its charge is 0.

---

> Which value of energy above the lowest of the compared OMol25 structures with the same formula, charge and spin does entry 1 give?

801.85 kJ/mol